This record from the Open Molecules 2025 dataset describes one molecule with the formula CH5NOP2 at a distorted geometry. The level of theory is ωB97M-V with the def2-TZVPD basis set.

```
! RIJCOSX wB97M-V def2-TZVPD def2/J DEFGRID3
* xyz 0 1
C 0.59667 0.69977 2.22300
O 0.57248 0.73051 0.77420
P 0.17911 -0.69441 -0.02308
N -0.06840 -0.30727 -1.51419
P -0.30478 -1.14185 -2.89970
H 0.05345 1.58759 2.54538
H 1.48436 0.47811 2.84304
H -0.20798 -0.06104 2.39051
H -0.62707 0.15733 -3.67038
H -1.67782 -1.44875 -2.66878
*
```

SMILES = CO/P=N/P
electronic energy = -23231.844 eV
frontier orbital gap = 0.31214 hartree
F_max = 4.167 eV Å⁻¹
relative energy (zero: lowest compared OMol25 entry of this formula, charge and spin) = 14.1 kcal/mol